1.
# ClH2N2P

One molecule with the formula ClH2N2P at a distorted geometry (wB97M-V/def2-TZVPD, the Open Molecules 2025 dataset).

Positions of all 6 atoms, in Å:
N: 0.39796 -0.13483 0.02269
H: -0.86041 1.46481 0.24373
N: 0.20263 1.12492 0.28942
Cl: 0.19022 -2.85397 -0.39654
H: 1.05686 1.73315 -0.07383
P: -0.98727 -1.33408 -0.08548

The HOMO energy (spin up / spin down) comes out at -7.814 / -7.908 eV. For the energy relative to the best compared isomer or geometry (same formula, charge and spin), the calculation gives 61.8 kcal per mole. The HOMO-LUMO gap (spin up / spin down) comes out at 7.9425 / 7.6038 eV. As for the spin multiplicity: 1. Its SMILES is N/N=P/Cl. For the lowest unoccupied orbital energy (spin up / spin down), the calculation gives 0.13 / -0.30 eV. Its energy is -24821.73568 eV.

=====

2.
# C5H11NO

One molecule with the formula C5H11NO at a distorted geometry (wB97M-V/def2-TZVPD, the Open Molecules 2025 dataset).

Positions of all 18 atoms, in Å:
H: 2.09126 -0.64271 0.19179
H: 1.19004 -1.97825 0.53202
H: 0.72371 0.35038 1.87154
H: -0.38138 0.31701 -2.59040
C: 0.22457 -0.49044 -2.19276
C: 0.15469 -0.57846 -0.65536
H: -0.94983 1.29165 -0.55388
H: -0.06303 1.90280 1.84041
C: -1.42897 0.36634 1.97599
H: -0.74980 -1.14429 -0.40185
H: 0.74605 1.47627 -0.44589
C: -0.10905 0.90116 1.43148
H: -2.04419 -0.19300 1.23106
N: 1.32411 -1.21768 -0.12566
C: -0.07474 0.84471 -0.08966
H: 1.25497 -0.29411 -2.48346
O: -1.84240 0.53718 3.08825
H: -0.06600 -1.44854 -2.62364

The HOMO energy comes out at -9.282 eV. For the energy relative to the best compared isomer or geometry (same formula, charge and spin), the calculation gives 28.2 kcal per mole. The HOMO-LUMO gap comes out at 10.2582 eV. As for the spin multiplicity: 1. Its SMILES is C[C@@H](N)CCC=O. For the lowest unoccupied orbital energy, the calculation gives 0.98 eV. Its energy is -8900.47314 eV.

=====

3.
# ClFPt2

ClFPt2 as an isolated structure at a distorted geometry (wB97M-V/def2-TZVPD, the Open Molecules 2025 dataset).

Positions of all 4 atoms, in Å:
Cl: 0.78879 0.02269 -0.64247
Pt: 0.27403 0.71353 1.76996
F: -0.39258 -1.45372 1.67315
Pt: -0.67025 0.71750 -2.80064

The net charge is +2. The HOMO energy (spin up / spin down) comes out at -21.101 / -20.764 eV. For the energy relative to the best compared isomer or geometry (same formula, charge and spin), the calculation gives 38.8 kcal per mole. The HOMO-LUMO gap (spin up / spin down) comes out at 8.8443 / 5.7515 eV. As for the spin multiplicity: 5. For the lowest unoccupied orbital energy (spin up / spin down), the calculation gives -12.26 / -15.01 eV. Its energy is -21702.90781 eV.